The following is a quantum chemistry calculation of a structure of composition C29H50BrCuN3O9P3S, from the OMol25 dataset.

Each line ends with the Löwdin spin population.
Element x y z (Å)
Cu 0.59386 -1.61771 -0.02408  0.74
O 1.03162 -4.37720 0.90694  0.00
P 0.17405 -3.62461 2.07692  0.01
O 0.45791 -4.20644 3.39449  0.01
O 0.37483 -2.13193 1.85238  0.06
O -1.32584 -3.96363 1.58648  0.00
P -2.01090 -3.49730 0.19821  0.00
O -1.99476 -4.85494 -0.67907  0.00
O -3.40245 -3.06852 0.44594  0.00
O -1.04716 -2.57578 -0.51522  0.04
H 1.86101 -4.67810 1.29483  0.00
H -2.83804 -5.30386 -0.56039  0.00
C 1.13584 -3.86263 -2.57544  0.00
N 2.41403 -3.17234 -2.41605  0.01
C 3.43910 -3.97169 -1.74359  0.00
C 2.47636 -1.83120 -2.41917  0.01
S 1.05136 -0.88605 -2.25091  0.07
N 3.67026 -1.24489 -2.58421  0.01
C 3.93178 0.12371 -2.17163  0.00
C 4.81252 -1.91463 -3.17736  0.00
H 1.34136 -4.83718 -3.02119  0.00
H 0.48023 -3.29355 -3.22670  0.00
H 0.63646 -4.00679 -1.61580  0.00
H 2.92400 -4.63337 -1.04645  0.00
H 4.09776 -3.32961 -1.16336  0.00
H 4.00899 -4.58315 -2.44833  0.00
H 3.11032 0.48565 -1.56229  0.00
H 4.04238 0.77331 -3.04385  0.00
H 4.85219 0.13457 -1.58481  0.00
H 4.48441 -2.78171 -3.74417  0.00
H 5.53772 -2.22270 -2.42109  0.00
H 5.29733 -1.21451 -3.86086  0.00
Br 6.27776 1.69530 4.30820  0.00
C 4.72987 1.20293 3.32701  0.00
C 3.54686 1.89620 3.52838  0.00
N 2.43249 1.59543 2.87337  0.00
C 2.46691 0.58566 2.00397  0.00
C 3.61087 -0.14822 1.72887  0.00
C 4.77609 0.17282 2.41195  0.00
C 3.65936 -1.24900 0.69126  0.00
O 4.77576 -1.67926 0.37216  0.00
O 2.57052 -1.64665 0.17618  0.04
H 3.50145 2.71507 4.23703  0.00
H 1.53354 0.35397 1.50356  0.00
H 5.67999 -0.38213 2.20389  0.00
C -0.18720 4.81726 -1.40495  0.00
C -0.05913 3.65486 -2.38330  0.00
C -0.90043 2.45378 -1.91728  0.00
C -1.00953 2.37762 -0.38041  0.00
C 0.28678 2.92362 0.22479  0.00
C 0.41294 4.43003 -0.04370  0.00
P -1.30737 0.63170 0.16430  0.00
C -2.80922 0.05075 -0.75374  0.00
C -2.55784 -0.43336 -2.18793  0.00
C -3.67390 -1.40590 -2.59759  0.00
C -5.02468 -1.01047 -1.97925  0.00
C -5.09347 0.50044 -1.77657  0.00
C -4.05299 0.95745 -0.73586  0.00
C -1.99905 0.78496 1.88872  0.00
C -0.88547 0.68025 2.94443  0.00
C -1.45217 0.93280 4.33729  0.00
C -1.95472 2.38351 4.47824  0.00
C -2.25539 3.00587 3.11165  0.00
C -2.92607 1.99246 2.18803  0.00
H -1.24734 5.06448 -1.28998  0.00
H 0.29837 5.71504 -1.79437  0.00
H 0.99402 3.36513 -2.45522  0.00
H -0.36462 3.95389 -3.38848  0.00
H -0.45040 1.53431 -2.30089  0.00
H -1.90176 2.51430 -2.34795  0.00
H -1.83553 3.01727 -0.04921  0.00
H 1.12435 2.38337 -0.22908  0.00
H 0.35677 2.73521 1.29627  0.00
H 1.46730 4.71707 -0.00490  0.00
H -0.08968 4.98620 0.75275  0.00
H -3.04994 -0.85191 -0.18004  0.00
H -1.59530 -0.93242 -2.27331  0.00
H -2.54331 0.42191 -2.86848  0.00
H -3.40722 -2.41067 -2.26552  0.00
H -3.74895 -1.43314 -3.68931  0.00
H -5.13634 -1.51169 -1.01399  0.00
H -5.84783 -1.35165 -2.61205  0.00
H -6.09297 0.80635 -1.45677  0.00
H -4.90968 0.99992 -2.73390  0.00
H -4.50460 0.93127 0.25762  0.00
H -3.77913 2.00013 -0.93088  0.00
H -2.58979 -0.13444 1.97571  0.00
H -0.08789 1.40425 2.75784  0.00
H -0.43227 -0.30557 2.88711  0.00
H -0.69572 0.71603 5.09357  0.00
H -2.27237 0.22967 4.51257  0.00
H -1.21626 2.99397 5.00432  0.00
H -2.86368 2.40346 5.08698  0.00
H -1.32834 3.35490 2.64638  0.00
H -2.89065 3.88798 3.22997  0.00
H -3.24655 2.49069 1.27385  0.00
H -3.84381 1.63377 2.66657  0.00

For the energy above the lowest of the compared OMol25 structures with the same formula, charge and spin, the calculation gives 0.108 eV. As for the highest occupied orbital energy (alpha / beta): -5.67 / -5.69 eV. As for the expectation value of S²: 0.7529. As for the HOMO-LUMO gap (alpha / beta): 0.294 / 0.283 hartree. Its net charge is -1. As for the spin multiplicity: 2.


The following is a quantum chemistry calculation of a structure of composition C29H50BrMgN2O4PSi3, from the OMol25 dataset.

Each line ends with the Mulliken charge.
Element x y z (Å)
Mg -0.67106 -0.30565 -0.04485  2.71
O -1.10472 -4.13452 1.59443  -0.76
C 0.10936 -4.39631 2.12304  0.34
C 0.30586 -5.61601 2.76488  -0.74
C 1.53718 -5.93040 3.31567  -0.34
C 2.59443 -5.02808 3.25184  -1.06
C 2.39074 -3.80761 2.62106  -0.44
C 1.16874 -3.48029 2.04367  0.08
C 1.01198 -2.15070 1.32963  2.23
O -0.28222 -1.75270 1.13362  -0.41
N 1.70018 -2.26219 0.00634  0.04
N 1.31562 -1.47894 -1.00944  -0.46
C 2.11648 -1.34444 -2.00090  -0.73
C 1.72647 -0.80549 -3.30093  0.20
Br -0.10009 -1.05398 -3.76531  -0.14
C 2.54539 -0.32433 -4.23241  -0.84
C 3.98747 -0.05011 -4.06871  0.54
C 4.55407 0.37518 -2.86434  -0.36
C 5.91798 0.61992 -2.77035  -0.70
C 6.73863 0.44901 -3.87602  -0.38
C 6.18431 0.04602 -5.08463  -0.54
C 4.82252 -0.19069 -5.18013  -0.46
H -1.07180 -3.19499 1.31309  0.28
H -0.52761 -6.30842 2.81775  0.45
H 1.67144 -6.88768 3.80820  0.37
H 3.55666 -5.27150 3.68487  0.40
H 3.20405 -3.08220 2.57896  0.35
H 1.57580 -1.40651 1.89678  -1.70
H 2.65194 -2.60063 0.01900  0.39
H 3.12842 -1.73868 -1.93574  0.63
H 2.13129 -0.13553 -5.21633  0.39
H 3.91850 0.55489 -2.00565  0.62
H 6.33784 0.96042 -1.83084  0.38
H 7.80119 0.64521 -3.80115  0.37
H 6.81550 -0.08053 -5.95611  0.37
H 4.39081 -0.50096 -6.12566  0.39
C -2.58359 -2.70319 -1.51321  -1.03
O -2.28015 -1.37157 -1.08481  -0.39
Si -3.23885 0.01890 -1.31549  0.66
C -4.96663 -0.43189 -0.76204  -1.59
C -3.49786 0.35979 -3.13547  -1.17
C -2.25650 1.19616 -0.31841  0.70
Si -3.02172 1.48009 1.34121  0.13
C -2.98493 -0.08273 2.38629  -0.62
C -2.14744 2.83371 2.30407  -0.65
C -4.80109 2.08033 1.32080  -1.19
Si -1.69479 2.77777 -1.11126  0.07
C -0.88110 2.63330 -2.79256  -1.01
C -3.12414 3.97699 -1.33237  -1.06
C -0.37058 3.68097 -0.12095  -0.76
H -3.65009 -2.81789 -1.71560  0.37
H -2.29837 -3.40307 -0.73112  0.20
H -2.02584 -2.94083 -2.41835  0.28
H -5.36391 -1.23057 -1.40017  0.44
H -5.62916 0.43503 -0.87731  0.37
H -5.02122 -0.76935 0.28026  0.35
H -4.18606 -0.38697 -3.55083  0.32
H -2.58552 0.34753 -3.73648  0.16
H -3.96439 1.34749 -3.25644  0.34
H -2.01000 -0.58341 2.33746  -0.20
H -3.73323 -0.80402 2.03552  0.19
H -3.20420 0.13454 3.43827  0.52
H -1.06293 2.72765 2.25076  -0.57
H -2.46449 2.81452 3.35530  0.43
H -2.40683 3.81938 1.89703  0.41
H -5.51042 1.30431 1.02215  0.38
H -4.91716 2.92561 0.63108  0.32
H -5.08622 2.42386 2.32370  0.38
H -1.49442 2.14096 -3.54963  0.34
H 0.07371 2.10081 -2.72736  0.13
H -0.66726 3.65003 -3.14340  0.39
H -3.92575 3.52444 -1.93307  0.26
H -2.80280 4.90012 -1.83309  0.40
H -3.55366 4.25425 -0.36040  0.25
H 0.25901 2.96750 0.42385  -0.17
H -0.79417 4.38691 0.60335  0.34
H 0.27072 4.24701 -0.80695  0.54
C 1.57057 2.90504 3.09334  -1.20
P 1.30590 1.16042 2.76791  1.03
C 0.22475 0.51542 4.03587  -0.77
C 2.91034 0.43323 3.13806  -1.20
O 0.81309 0.91003 1.37390  -1.51
H 1.83158 3.07116 4.14140  0.44
H 0.67645 3.47584 2.84120  0.36
H 2.38993 3.23983 2.45483  0.38
H 0.64809 0.68829 5.02808  0.48
H 0.11330 -0.55872 3.86132  0.11
H -0.75811 0.98627 3.95837  0.05
H 3.31860 0.90843 4.03407  0.47
H 3.58499 0.60874 2.29859  0.32
H 2.82122 -0.63902 3.31537  0.28

As for the highest occupied orbital energy: -8.03 eV. As for the HOMO-LUMO gap: 0.295 hartree.


The following is a quantum chemistry calculation of a cluster of 4 separate species, C29H50N2O5 in total in a non-equilibrium geometry, from the OMol25 dataset.

Each line ends with the Mulliken charge.
Element x y z (Å)
C -1.14084 -0.57079 4.68379  -0.87
C -0.35562 -0.78152 3.25248  0.64
O 0.98037 -0.84217 3.21976  -0.52
O -1.14326 -0.85202 2.00432  -0.37
C -1.32889 -2.25369 1.57789  -0.08
C -0.10547 -2.77192 0.57225  -0.33
C -0.36758 -2.10020 -0.93571  -0.57
C 0.54182 -0.73515 -0.97705  -0.14
C 0.47604 0.10527 -2.38170  -0.47
C 0.57269 1.73617 -2.22137  -0.79
C 2.03895 2.29344 -1.72376  0.27
C 2.06814 3.91682 -2.12571  0.03
N 2.13067 5.21856 -2.31063  -0.52
C 2.27702 2.22855 -0.09734  0.71
C 1.08794 3.09619 0.64329  -0.11
N 0.34213 3.78698 1.46258  -0.66
C 3.81297 2.74698 0.31498  -0.25
C 4.66262 1.33285 0.59086  0.21
C 4.82568 0.73311 2.11078  -0.31
C 5.62858 -0.68871 2.29838  -0.50
C 6.24068 -1.50339 1.00498  -0.58
C 6.06241 -0.83715 -0.49840  0.51
C 6.69950 -1.71371 -1.75521  -0.90
C 5.26071 0.60407 -0.77479  -0.37
H -1.29457 0.55868 4.95818  0.27
H -0.48169 -1.04137 5.54938  0.30
H -2.19484 -1.11018 4.69732  0.27
H -1.36326 -2.93149 2.53290  0.33
H -2.38457 -2.29385 1.02282  -0.22
H -0.01822 -3.93702 0.50980  0.37
H 0.88840 -2.30327 1.03693  0.17
H -1.51716 -1.87431 -1.04295  0.20
H -0.00756 -2.85870 -1.75798  0.33
H 0.14934 0.00316 -0.12776  0.08
H 1.68431 -0.92543 -0.71101  0.28
H 1.25072 -0.27882 -3.20120  0.27
H -0.60011 -0.11426 -2.85030  0.10
H 0.41249 2.18159 -3.31747  0.38
H -0.33518 2.18074 -1.58707  0.25
H 2.87565 1.75488 -2.35536  0.16
H 2.17514 1.12141 0.30788  0.10
H 4.30964 3.39535 -0.53812  0.42
H 3.67222 3.38368 1.30455  0.07
H 4.37336 1.26844 3.05008  0.28
H 5.76240 -1.18330 3.36241  0.26
H 6.79868 -2.54720 1.15697  0.21
H 5.76471 -2.12246 -2.37465  0.23
H 7.32918 -1.03448 -2.48076  0.27
H 7.27147 -2.66167 -1.36577  0.29
H 5.13608 1.05272 -1.85066  0.29
C -6.06140 -4.44436 0.80692  -1.50
C -5.04826 -3.84709 -0.15652  0.68
C -5.60372 -3.77396 -1.56998  -1.30
O -3.86702 -4.64451 -0.15401  -0.54
H -6.32417 -5.46733 0.51483  0.35
H -5.64350 -4.50219 1.81771  0.35
H -6.97618 -3.84458 0.83974  0.37
H -4.76680 -2.84353 0.18067  0.26
H -5.85029 -4.77320 -1.94634  0.33
H -4.85934 -3.35356 -2.25465  0.28
H -6.50477 -3.15406 -1.60837  0.39
H -4.10730 -5.53751 -0.45223  0.34
C -6.04982 -2.46195 -5.38826  -1.08
C -5.26633 -1.16566 -5.25705  0.39
C -4.84259 -0.63402 -6.61703  -1.30
O -4.10881 -1.39233 -4.45705  -0.49
H -5.44101 -3.24186 -5.85935  0.33
H -6.33749 -2.83928 -4.40107  0.15
H -6.95530 -2.31720 -5.98558  0.40
H -5.87809 -0.41616 -4.74322  0.24
H -4.19097 -1.34916 -7.13170  0.33
H -4.26914 0.29254 -6.50631  0.32
H -5.71191 -0.43448 -7.25114  0.39
H -3.55951 -2.05653 -4.90562  0.32
C 1.89977 6.79866 5.65586  -1.26
C 2.83494 5.72660 5.11958  0.29
C 2.19862 4.96004 3.97101  -0.89
O 3.16379 4.81913 6.16818  -0.56
H 0.97560 6.35473 6.04273  0.32
H 2.36613 7.33389 6.48996  0.32
H 1.64032 7.52196 4.87665  0.35
H 3.76883 6.18848 4.78112  0.29
H 1.28501 4.45092 4.29816  0.31
H 2.87818 4.18376 3.60329  0.10
H 1.94816 5.62825 3.14132  0.38
H 2.34051 4.40412 6.47491  0.35

As for the highest occupied orbital energy: -8.47 eV. As for the HOMO-LUMO gap: 0.314 hartree. Its SMILES is CC(=O)OCCCCCC[C@@H](C#N)[C@H](C#N)Cc1cccc(C)c1.CC(C)O.CC(C)O.CC(C)O.


The following is a quantum chemistry calculation of a structure of composition C29H50N4O4TeTl, from the OMol25 dataset.

Each line ends with the Mulliken charge.
Element x y z (Å)
Tl -0.30313 -0.53415 0.23309  1.48
C 2.48761 -2.15079 2.53620  -1.88
C 2.81880 -0.67095 2.36026  0.35
C 3.97320 -0.45068 1.35942  -2.39
C 4.17965 -1.16792 0.00289  1.91
C 4.46082 -2.66930 0.12614  -1.97
C 5.44472 -0.50164 -0.56683  -2.03
N 2.99901 -0.98413 -0.89090  1.61
C 3.30229 -0.83644 -2.31911  -0.70
C 2.06513 -1.04518 -3.20934  -1.95
N 0.77508 -0.74051 -2.57212  1.17
C -0.13420 -1.86799 -2.73628  -0.94
C 0.24314 -3.12489 -1.95041  0.22
O -0.28685 -4.16869 -2.18724  -0.60
O 1.12113 -2.98815 -0.93905  -0.50
C 0.13913 0.53851 -2.97125  0.63
C -0.37015 0.54309 -4.41468  -1.73
C 1.04940 1.75590 -2.72060  -1.42
C 0.82778 2.60109 -1.45152  0.90
C -0.61462 3.07545 -1.33089  -1.66
C 1.76108 3.81249 -1.54016  -1.92
N 1.17975 1.75577 -0.27954  0.38
C 0.95635 2.32594 1.05826  -0.38
C 1.83539 1.60211 2.07002  -1.96
N 1.57403 0.14025 2.13216  1.14
C 0.68112 -0.11716 3.28847  -0.92
C -0.52630 0.80769 3.37902  0.12
O -0.52993 1.81481 4.04989  -0.61
O -1.56677 0.40825 2.67453  -0.45
H 3.41013 -2.72717 2.55270  0.43
H 1.87104 -2.52439 1.71414  0.31
H 1.97849 -2.35425 3.47584  0.48
H 3.23036 -0.31023 3.31536  0.55
H 4.86637 -0.70015 1.93659  0.61
H 4.07748 0.61562 1.15297  0.47
H 5.17086 -2.86927 0.93034  0.37
H 4.90993 -3.03939 -0.79804  0.46
H 3.55412 -3.24342 0.30576  0.36
H 6.26689 -0.63494 0.13741  0.47
H 5.30797 0.57223 -0.71913  0.41
H 5.75613 -0.94787 -1.50951  0.43
H 1.80684 -2.26058 -1.06088  0.21
H 2.45547 -0.18380 -0.59381  -1.31
H 4.02973 -1.59921 -2.59472  0.69
H 3.77067 0.12910 -2.53065  0.56
H 2.04119 -2.09225 -3.51474  0.73
H 2.20007 -0.47062 -4.12985  0.26
H -0.26099 -2.18580 -3.77491  0.58
H -1.13167 -1.58579 -2.38121  0.48
H -0.74346 0.62457 -2.32638  -0.48
H 0.45238 0.48194 -5.13061  0.35
H -0.90686 1.47296 -4.60789  0.54
H -1.05662 -0.28070 -4.60945  0.39
H 0.95096 2.43489 -3.57004  0.68
H 2.09658 1.44052 -2.72194  0.24
H -0.91147 3.59181 -2.24460  0.45
H -0.73405 3.77448 -0.50171  0.48
H -1.30423 2.24595 -1.16988  0.09
H 1.49532 4.43899 -2.39238  0.49
H 2.79904 3.49285 -1.66999  0.38
H 1.70181 4.43602 -0.64758  0.39
H 2.18153 1.59103 -0.35380  0.26
H -0.10289 2.23772 1.32158  0.00
H 1.19867 3.39166 1.11019  0.81
H 1.69360 2.05672 3.05338  0.43
H 2.87151 1.77961 1.79593  0.55
H 1.23695 0.02150 4.22185  0.58
H 0.30594 -1.13706 3.24460  0.59
C -7.92980 -1.66504 0.37279  -1.41
C -6.73120 -0.98321 0.96999  0.76
C -6.46451 -1.05819 2.32714  -0.89
C -5.37889 -0.41075 2.90919  0.74
C -5.17089 -0.61770 4.39034  -1.66
C -4.54072 0.36497 2.08383  -0.19
Te -3.19585 1.67249 3.01930  0.33
C -4.77256 0.42235 0.69385  1.02
C -3.86788 1.14158 -0.27099  -1.14
C -5.85875 -0.25556 0.16684  -0.97
H -8.42638 -2.30503 1.09965  0.36
H -7.64970 -2.27216 -0.48855  0.36
H -8.65218 -0.92287 0.02765  0.33
H -7.11295 -1.65489 2.95959  0.37
H -5.45369 -1.63533 4.65743  0.41
H -5.79601 0.05814 4.97712  0.32
H -4.13907 -0.45994 4.69042  0.35
H -3.19481 1.82941 0.23819  0.26
H -4.44498 1.70736 -1.00329  0.48
H -3.26538 0.41268 -0.82190  0.07
H -6.03229 -0.21435 -0.90394  0.45

As for the highest occupied orbital energy: -10.85 eV. As for the HOMO-LUMO gap: 0.292 hartree. Its net charge is +1.